No. 1
C5H13NO in the gas phase, computed with ωB97M-V/def2-TZVPD.

Positions of all 20 atoms, in Å:
C1 2.0191 0.7668 -1.4038
C2 1.1165 -0.3741 -1.1462
N1 1.2527 -0.8489 0.2512
C3 0.1125 -0.9088 1.2046
C4 -1.2974 -0.8805 0.6190
C5 -1.9659 0.5045 0.6834
O1 -1.3110 1.5487 -0.0485
H1 1.8260 1.3316 -2.3171
H2 3.0887 0.5718 -1.3630
H3 1.9308 1.5267 -0.6158
H4 0.0910 -0.0417 -1.2670
H5 1.3786 -1.1871 -1.8161
H6 1.9262 -0.2483 0.7033
H7 0.2152 -0.0098 1.8385
H8 0.3238 -1.7038 1.9055
H9 -1.9758 -1.4942 1.2095
H10 -1.2113 -1.2217 -0.4130
H11 -2.9662 0.3763 0.2797
H12 -2.0001 0.8121 1.7149
H13 -0.3674 1.3316 -0.0125

As for the SMILES: CCNCCCO. Its relative energy (zero: lowest compared OMol25 entry of this formula, charge and spin) is 41.3 kcal per mole. The HOMO energy comes out at -8.6 eV. The charge is 0.

No. 2
A molecular structure, CH3IO3S2, computed with ωB97M-V/def2-TZVPD.

Positions of all 10 atoms, in Å:
C1 -0.1352 0.1444 0.1475
O1 0.1956 2.7035 -0.1341
O2 2.2610 1.4052 0.4087
O3 0.4045 1.8344 2.0352
S1 2.9115 2.5601 -0.5635
S2 0.6422 1.6348 0.6717
I1 2.1466 1.7529 -2.7112
H1 0.2160 -0.3362 -0.8671
H2 -0.0878 -0.7681 0.8395
H3 -1.2098 0.2478 0.0931

Its relative energy (zero: lowest compared OMol25 entry of this formula, charge and spin) is 14.4 kcal per mole. The HOMO energy (spin up / spin down) comes out at -7.0 / -10.0 eV. As for the expectation value of S²: 2.009. The charge is 0. As for the multiplicity: 3.

Which of these has the highest relative energy (zero: lowest compared OMol25 entry of this formula, charge and spin)?
C5H13NO